No. 1
# C34H29F6N2S

A cluster of 2 separate species, C34H29F6N2S in total in a non-equilibrium geometry (ωB97M-V/def2-TZVPD, the OMol25 dataset).

Element x y z (Å)
F  4.91  -1.23  -5.60
C  4.48  -0.10  -4.94
F  5.60  0.50  -4.44
F  3.97  0.73  -5.90
C  3.47  -0.43  -3.88
C  3.71  -0.09  -2.54
C  2.85  -0.52  -1.56
C  1.71  -1.30  -1.86
C  0.91  -1.83  -0.79
C  0.04  -2.96  -1.07
C  0.43  -4.06  -1.89
C  -0.30  -5.23  -1.95
C  -1.50  -5.31  -1.24
C  -2.30  -6.58  -1.21
F  -2.47  -7.02  0.08
F  -3.56  -6.39  -1.71
F  -1.74  -7.60  -1.91
C  -1.99  -4.22  -0.53
C  -1.23  -3.07  -0.46
C  1.44  -1.54  -3.25
C  2.33  -1.14  -4.24
H  4.59  0.50  -2.28
H  3.05  -0.26  -0.52
H  1.33  -1.76  0.23
H  1.35  -4.00  -2.48
H  0.05  -6.08  -2.52
H  -2.94  -4.28  -0.01
H  -1.62  -2.20  0.07
H  0.54  -2.07  -3.56
H  2.15  -1.39  -5.29
C  -2.36  4.44  0.18
C  -1.14  3.58  -0.15
C  -0.80  3.67  -1.63
C  -1.31  2.12  0.28
C  -1.70  2.06  1.74
N  -1.59  0.68  2.24
C  -2.16  0.30  3.46
C  -1.88  -1.03  3.77
C  -2.40  -1.58  4.94
C  -3.25  -0.81  5.75
C  -3.48  0.54  5.44
C  -2.96  1.10  4.28
S  -0.88  -1.77  2.55
C  -0.86  -0.29  1.59
N  -0.21  -0.14  0.47
C  -0.06  1.27  0.01
C  1.19  1.94  0.57
C  2.12  2.47  -0.33
C  3.22  3.20  0.15
C  3.40  3.37  1.52
C  2.48  2.82  2.42
C  1.39  2.09  1.94
H  -3.29  4.00  -0.21
H  -2.48  4.61  1.26
H  -2.25  5.43  -0.29
H  -0.29  3.99  0.43
H  -1.50  3.08  -2.23
H  -0.86  4.72  -1.95
H  0.22  3.33  -1.83
H  -2.13  1.67  -0.30
H  -1.11  2.76  2.36
H  -2.74  2.39  1.87
H  -2.15  -2.61  5.19
H  -3.72  -1.27  6.62
H  -4.09  1.14  6.11
H  -3.18  2.13  3.99
H  0.04  1.15  -1.07
H  1.99  2.30  -1.40
H  3.93  3.60  -0.58
H  4.26  3.95  1.89
H  2.62  2.93  3.50
H  0.69  1.63  2.65

E_HOMO = -10.947 eV
Total energy = -65843.55929 eV
Total charge = +1

Results of the Mulliken charge analysis, in e, for atoms 1 through 2: -0.240, 0.732

No. 2
# C34H29IrN2O2S4

A structure of composition C34H29IrN2O2S4 in a non-equilibrium geometry (ωB97M-V/def2-TZVPD, the OMol25 dataset).

Element x y z (Å)
Ir  0.32  -0.07  0.33
S  1.96  -1.45  1.38
C  1.01  -2.82  1.85
C  1.46  -3.71  2.84
C  0.69  -4.79  3.23
C  -0.55  -5.03  2.64
C  -1.00  -4.18  1.65
C  -0.22  -3.09  1.27
S  -0.77  -2.07  -0.06
C  0.33  -2.72  -1.34
C  0.83  -1.63  -2.21
C  0.75  -1.67  -3.59
C  1.32  -0.64  -4.32
C  1.98  0.38  -3.64
C  2.02  0.34  -2.26
C  2.78  1.33  -1.45
S  1.83  1.93  -0.07
C  0.71  3.01  -0.94
C  1.11  4.34  -1.08
C  0.32  5.23  -1.78
C  -0.87  4.78  -2.35
C  -1.27  3.47  -2.18
C  -0.50  2.55  -1.45
S  -1.14  0.93  -1.22
N  1.41  -0.62  -1.56
H  2.42  -3.52  3.31
H  1.06  -5.46  4.00
H  -1.16  -5.87  2.95
H  -1.96  -4.35  1.16
H  -0.19  -3.49  -1.91
H  1.16  -3.17  -0.79
H  0.27  -2.51  -4.07
H  1.26  -0.64  -5.40
H  2.46  1.18  -4.18
H  3.13  2.17  -2.05
H  3.65  0.83  -1.00
H  2.04  4.66  -0.63
H  0.63  6.27  -1.89
H  -1.49  5.46  -2.92
H  -2.21  3.13  -2.61
C  5.13  2.38  4.32
C  3.75  1.77  4.44
C  3.62  0.39  4.55
C  2.37  -0.18  4.71
C  1.24  0.60  4.75
C  1.35  1.98  4.59
N  0.23  2.83  4.67
C  -1.11  2.42  4.65
C  -1.98  2.89  5.62
C  -3.31  2.52  5.64
C  -3.81  1.66  4.66
C  -2.95  1.21  3.68
C  -1.61  1.58  3.65
C  -0.79  1.14  2.48
O  -0.05  1.91  1.88
O  -0.96  -0.07  2.04
C  2.61  2.58  4.44
C  2.69  4.08  4.30
H  5.89  1.61  4.44
H  5.30  3.14  5.08
H  5.28  2.85  3.35
H  4.51  -0.23  4.51
H  2.28  -1.26  4.83
H  0.27  0.16  4.93
H  0.39  3.71  5.12
H  -1.59  3.54  6.40
H  -3.96  2.88  6.43
H  -4.85  1.36  4.66
H  -3.31  0.56  2.88
H  1.93  4.43  3.58
H  3.66  4.40  3.94
H  2.51  4.59  5.25

E_HOMO = -6.950 eV
Total energy = -88986.97505 eV
ΔE to the lowest compared entry with this formula, charge and spin = 0.7655 eV
Total charge = 0

Results of the Mulliken charge analysis, in e, for atoms 1 through 2: 1.280, -0.414

No. 3
# C34H30Br2N4P2Pt

A structure of composition C34H30Br2N4P2Pt in a non-equilibrium geometry (ωB97M-V/def2-TZVPD, the OMol25 dataset).

Element x y z (Å)
Pt  0.81  0.59  0.70
Br  -2.25  3.91  5.72
C  -1.32  3.02  4.38
C  -1.08  3.64  3.16
C  -0.40  2.93  2.19
N  0.04  1.68  2.39
C  -0.16  1.08  3.58
C  -0.85  1.73  4.59
C  0.38  -0.30  3.78
C  0.30  -0.97  4.99
C  0.82  -2.25  5.08
Br  0.70  -3.20  6.68
C  1.42  -2.82  3.97
C  1.47  -2.08  2.80
N  0.96  -0.85  2.71
H  -1.42  4.65  2.96
H  -0.21  3.36  1.22
H  -1.03  1.26  5.54
H  -0.15  -0.52  5.87
H  1.84  -3.82  4.01
H  1.93  -2.48  1.91
N  -0.30  -0.73  -1.58
P  1.31  -0.38  -1.25
C  1.91  0.57  -2.65
C  1.83  0.00  -3.92
C  2.17  0.76  -5.03
C  2.60  2.07  -4.88
C  2.68  2.64  -3.62
C  2.32  1.89  -2.50
C  2.15  -1.97  -1.32
C  3.47  -2.04  -1.75
C  4.11  -3.27  -1.83
C  3.42  -4.43  -1.49
C  2.11  -4.36  -1.03
C  1.48  -3.13  -0.93
P  -1.20  -0.10  -0.29
C  -2.64  -1.17  -0.28
C  -3.02  -1.90  0.84
C  -4.10  -2.77  0.75
C  -4.76  -2.92  -0.46
C  -4.38  -2.18  -1.58
C  -3.32  -1.30  -1.50
C  -1.82  1.51  -0.85
C  -1.52  2.04  -2.10
C  -2.04  3.26  -2.48
C  -2.87  3.97  -1.61
C  -3.17  3.45  -0.36
C  -2.65  2.22  0.02
H  -0.59  -1.52  -2.14
H  1.51  -1.03  -4.05
H  2.10  0.32  -6.02
H  2.88  2.65  -5.75
H  3.01  3.66  -3.50
H  2.35  2.34  -1.52
H  4.00  -1.14  -2.04
H  5.13  -3.33  -2.17
H  3.91  -5.39  -1.59
H  1.58  -5.26  -0.76
H  0.46  -3.08  -0.57
H  -2.49  -1.79  1.77
H  -4.41  -3.33  1.62
H  -5.59  -3.61  -0.54
H  -4.91  -2.30  -2.51
H  -3.04  -0.70  -2.36
H  -0.89  1.48  -2.79
H  -1.82  3.66  -3.46
H  -3.27  4.93  -1.91
H  -3.82  3.99  0.31
H  -2.91  1.81  0.99
N  2.57  1.69  1.04
H  3.37  1.32  0.54
H  2.78  1.63  2.04
H  2.48  2.68  0.80

E_HOMO = -13.650 eV
Total energy = -203604.76699 eV
ΔE to the lowest compared entry with this formula, charge and spin = 0.0000 eV
Total charge = +2

Results of the Mulliken charge analysis, in e, for atoms 1 through 2: 1.966, -0.071

Quick rundown of Kohn-Sham gap, same order as above: 5.63 6.51 7.89 eV